113
Properties=species:S:1:pos:R:3:forces:R:3 method="wB97M-V/def2-TZVPD" smiles="FC(F)C(F)(F)COC(F)(F)C(F)F.FC(F)C(F)(F)COC(F)(F)C(F)F.FC(F)C(F)(F)COC(F)(F)C(F)F.FC(F)C(F)(F)COC(F)(F)C(F)F.FC(F)C(F)(F)COC(F)(F)C(F)F.COCCCOC(=O)O[PH2]=N" homo_energy_ev=-9.989 mol_weight_g_mol=1341.48
O 2.9013 -0.0378 0.5328 -0.116 0.204 -0.075
F -3.2385 -0.1364 3.6176 0.142 0.034 -0.009
C -1.9809 4.7647 -2.1337 -0.085 0.114 -0.056
F -5.8267 -11.1511 2.1467 -0.083 -0.009 -0.015
F -0.1737 4.1741 0.8380 -0.019 0.007 -0.069
H 4.2952 -0.3891 3.8248 0.078 0.043 -0.061
F 2.1323 6.9727 -5.2926 0.025 0.061 0.015
C 5.8357 0.6822 2.2194 0.167 -0.009 -0.199
C -5.2689 -9.9772 2.4995 0.182 0.031 0.001
H -10.2122 -11.1475 2.9026 -0.009 0.020 -0.030
H -1.9237 5.1832 -3.1406 0.005 -0.029 -0.009
H -6.9928 -8.5154 0.9166 0.090 -0.234 0.030
C -7.3874 -8.5216 1.9330 -0.074 0.361 -0.257
C 2.3754 7.5659 -4.1039 -0.287 -0.170 -0.292
O 8.3614 1.3491 -2.4698 -0.416 0.084 -0.368
F 5.6607 2.8297 -0.7288 -0.021 -0.058 0.127
F 1.8378 4.8170 1.3916 0.010 -0.017 -0.022
C -5.9880 -3.2002 1.6445 -0.027 0.301 -0.175
C 0.9307 2.8382 -1.6807 0.146 -0.494 -0.259
F 5.1780 0.0141 -2.7596 0.112 0.036 -0.056
O -8.6563 -9.1502 2.0094 0.191 -0.358 0.351
F 7.7729 -0.8242 -2.5724 -0.076 0.011 -0.038
F -10.0352 -10.0908 0.5894 -0.038 -0.027 -0.060
H -7.1756 -4.1852 3.1703 -0.027 0.028 -0.065
F 3.1901 6.7348 -3.3928 0.049 0.068 0.110
C 8.4829 0.1639 -3.1424 0.141 0.038 0.312
H 1.3261 2.8994 1.1829 -0.013 -0.003 -0.048
F 2.5026 9.7524 -5.0313 -0.096 -0.004 -0.009
F -1.6199 2.7333 -0.9351 0.018 0.064 0.041
H 6.8537 0.9016 2.5587 -0.093 0.019 0.117
H -1.9492 -1.7802 2.0941 -0.092 0.110 0.009
H 5.7345 1.0335 1.1892 0.029 -0.071 0.105
H 5.1140 1.2415 2.8218 0.035 -0.050 0.046
H -7.5998 -7.4845 2.1775 0.033 0.006 0.096
C 3.1936 8.8419 -4.3186 0.186 0.015 0.063
O 2.0075 -1.5355 1.9067 -0.090 0.183 0.519
C 4.9345 0.9153 -1.7870 -0.232 -0.260 0.221
P 0.5938 0.7514 3.1387 -1.618 0.263 -1.099
H 1.7131 2.5679 -2.3842 0.052 0.036 -0.002
F 6.8711 0.7445 -4.7771 -0.029 -0.031 0.035
F -6.9359 -9.4182 4.0761 0.036 -0.045 -0.047
C -6.3269 -8.9690 2.9572 -0.375 -0.113 0.183
C 2.3790 -0.3017 1.5657 0.418 -0.060 -0.547
F -5.2341 -4.3984 3.5462 0.055 0.006 -0.054
H 0.6507 1.9457 3.8647 0.567 -0.191 0.367
F -2.1382 2.6416 -3.0401 -0.063 -0.042 -0.009
O 2.0940 0.6964 2.4698 -0.129 -0.239 0.776
F -1.6218 -2.2800 3.9912 -0.118 0.175 0.042
F -4.4217 -10.2105 3.5279 -0.015 0.012 -0.007
C -0.6808 8.9162 -4.4600 -0.027 -0.091 0.343
F -4.2869 -1.8678 4.4362 0.084 -0.082 -0.043
F 2.9082 3.5685 -0.6890 -0.046 0.077 0.036
F -1.2827 5.5506 -1.2887 0.008 -0.027 0.042
H 0.4610 -0.3041 4.0497 0.430 0.141 0.300
F -6.2673 -5.5111 1.9709 -0.036 0.118 -0.072
F 8.2652 -0.8798 -5.2336 0.012 0.003 0.004
O -0.1451 7.7367 -4.0242 0.279 0.025 -0.469
F -3.2683 4.7382 -1.7243 0.006 -0.010 -0.004
H 5.6369 -1.4619 4.1740 0.084 -0.005 -0.155
C 8.1403 0.3223 -4.6283 0.011 0.023 -0.138
C -4.7724 -1.1654 2.2282 -0.150 0.438 -0.374
C 1.5836 3.8617 -0.7394 -0.253 0.114 -0.200
F 3.7429 1.5001 -2.0567 0.157 -0.019 -0.138
F -9.5850 -12.5585 1.6276 -0.011 0.009 -0.005
C -8.9424 -10.3168 1.3564 0.014 0.332 -0.187
C -2.4857 -2.2156 2.9404 0.427 -0.076 -0.078
H 8.8164 1.0405 -5.0957 0.025 -0.012 0.025
H -5.1594 -0.1664 2.4202 -0.008 -0.006 0.043
O -5.9261 -1.9880 2.2687 0.234 -0.302 0.405
H -4.6967 -9.5788 1.6574 -0.025 0.004 -0.011
C 6.0270 1.9839 -1.7365 0.172 0.128 -0.456
O -0.1171 3.3086 -2.5136 0.038 0.456 0.253
C -6.2300 -4.3345 2.6460 -0.040 -0.130 0.166
H 4.2905 -2.7924 2.0702 -0.064 0.021 0.008
H 7.8772 2.3549 -0.8342 -0.009 0.035 -0.033
F 4.3110 8.5285 -5.0132 -0.017 -0.007 0.009
H -0.2912 0.6977 1.1732 -0.468 0.097 -0.102
F -7.0655 -3.1812 0.8249 -0.027 -0.034 -0.061
C -1.4248 3.3349 -2.1216 0.152 -0.258 -0.070
H 3.4874 9.2774 -3.3599 -0.028 0.001 0.005
C -3.7075 -1.3753 3.3177 -0.376 -0.147 0.187
H -1.4493 8.1464 -6.3341 -0.017 0.004 0.030
H 2.3489 -1.4476 4.0063 -0.138 0.224 -0.179
F 0.4102 8.8272 -6.5608 0.039 0.036 0.033
F -1.9447 8.9860 -3.9770 -0.051 0.040 0.012
H 0.6615 1.9213 -1.1556 -0.103 0.110 0.154
F 6.0335 2.6967 -2.8823 -0.043 -0.038 0.038
F -1.3249 10.1446 -6.3546 -0.011 -0.009 0.007
F 9.7859 -0.1986 -3.0862 0.042 -0.054 -0.004
H 1.9633 -3.0031 3.3065 -0.032 0.131 -0.251
C 4.0182 -2.3872 3.0451 0.323 0.141 0.617
F -0.0183 9.9863 -3.9902 0.062 0.005 -0.058
H 7.4496 0.6661 -0.7248 -0.162 -0.107 -0.135
C 1.1326 3.8719 0.7223 0.027 0.019 0.155
F -2.8405 -3.4831 2.6465 -0.135 0.004 -0.028
C 4.9192 -1.1843 3.3916 -0.159 -0.057 0.018
C -9.3264 -11.4346 2.3330 -0.075 -0.084 0.083
O 5.5812 -0.7115 2.2381 -0.351 0.157 -0.077
F -8.3149 -11.6900 3.1833 0.049 -0.005 -0.035
C -0.8009 8.9535 -5.9880 -0.050 -0.008 -0.130
C 2.5315 -2.0867 3.1403 0.200 -0.609 0.096
H 0.9997 6.7300 -2.7610 0.026 -0.072 -0.046
N -0.5985 0.7733 2.1386 0.914 -0.321 -0.055
H 4.2183 -3.1578 3.7981 -0.072 -0.065 -0.189
F 1.4496 5.0972 -1.2763 0.106 0.080 0.151
F -4.9117 -3.4423 0.8760 0.047 -0.036 0.057
H 4.8460 0.3972 -0.8293 0.036 -0.002 -0.002
C 7.4546 1.5246 -1.3980 0.350 0.000 0.498
F -5.6243 -7.8542 3.3016 0.071 0.046 -0.091
F -7.9531 -10.6986 0.5305 0.045 -0.045 0.051
H -4.3280 -1.1354 1.2332 0.122 -0.185 0.045
C 1.0724 7.6718 -3.2971 -0.208 -0.107 0.553
H 1.1311 8.4466 -2.5321 0.079 0.172 -0.175

---

73
Properties=species:S:1:pos:R:3:forces:R:3 method="wB97M-V/def2-TZVPD" spin_multiplicity=5 charge=+2 homo_energy_ev="-12.325 / -13.447" mol_weight_g_mol=803.09 s_squared=6.05
C -2.8107 -1.7472 0.4217 -0.257 -0.182 0.010
C -2.0710 -8.0085 2.4010 -0.007 -0.055 0.024
H -0.1405 0.6235 7.3220 0.017 -0.003 0.000
O 1.4063 6.3914 -0.2904 0.091 0.124 -0.012
C 0.9413 2.7554 -0.1038 0.683 0.474 -0.149
H -0.4755 6.5915 0.5818 0.053 -0.019 0.006
H -0.1984 -4.7589 -0.0234 -0.023 0.015 -0.035
C -3.5601 -4.3297 -0.1481 -0.251 0.045 -0.045
C 3.3021 3.3572 -0.1425 0.060 0.055 0.004
N -2.1517 -4.0123 0.0450 0.073 0.239 0.148
H -5.8574 -1.2362 1.3253 0.083 -0.021 0.037
H 4.7025 1.0363 0.8173 0.005 0.038 -0.018
H -1.0637 -5.7181 4.6778 -0.004 -0.020 0.001
H 4.6429 0.9367 -0.9486 0.009 0.036 0.022
N -4.1084 -2.0778 0.5575 0.428 0.121 0.037
H -0.4291 4.3780 -0.2227 0.041 0.003 0.000
C -1.7879 -7.4498 3.6370 -0.010 -0.026 0.009
S 0.5179 1.2052 2.7420 -0.029 0.004 -0.511
C 0.0679 6.8872 -0.3173 -0.203 0.077 -0.002
C -8.0788 -2.2926 -1.8102 -0.020 -0.001 -0.047
H -0.7129 -4.4046 2.6178 0.014 0.034 0.012
C 2.9708 4.6831 -0.2213 0.020 0.066 -0.003
H -0.4608 6.5375 -1.2053 0.055 -0.027 -0.008
N 0.5354 0.8760 5.3583 -0.121 0.039 -0.068
H -4.5030 -0.8774 -2.1637 -0.008 0.000 -0.016
C -1.8783 -7.2695 1.2411 0.036 0.019 -0.020
C 0.3382 0.0398 6.5377 0.023 -0.107 0.173
H -1.4159 -5.7494 -0.8230 0.005 0.053 -0.052
H -5.4598 -3.6612 0.5993 -0.012 0.044 -0.023
C -5.2346 -1.1520 0.4324 -0.314 0.060 -0.177
H 4.3477 3.0860 -0.1434 0.001 0.025 0.011
H -9.0869 -2.6717 -1.7085 0.015 -0.018 -0.008
C -5.5044 -1.2849 -2.0639 0.008 -0.008 0.029
H -5.8157 -1.4390 -4.1775 0.002 -0.011 0.007
H -2.4379 -9.0242 2.3364 -0.009 0.013 0.001
C -1.3941 -5.9699 1.3138 -0.047 0.132 -0.106
O 1.9193 0.0064 0.0891 -0.083 -0.248 0.051
H -0.2150 -2.0754 6.5140 0.013 0.013 0.041
H -7.7795 -2.1174 0.3061 0.008 0.006 -0.004
C 0.6223 4.1279 -0.1934 -0.302 -0.166 0.019
H 4.2606 -0.4899 0.0324 -0.007 0.008 -0.006
C -7.5259 -2.1086 -3.0687 -0.047 -0.039 0.038
C -1.3002 -6.1517 3.7146 0.004 0.062 -0.012
H 3.7308 5.4504 -0.2840 0.001 -0.021 0.019
Ir -0.1080 -0.0256 0.3884 -1.106 -0.483 0.495
H -3.7138 -5.3845 0.0703 0.043 -0.015 0.013
C -6.0522 -1.4767 -0.7984 0.021 -0.021 0.047
C 4.1742 0.5913 -0.0266 -0.074 -0.143 -0.023
C -0.5515 -1.1273 6.1056 -0.087 -0.017 -0.220
H 1.3032 -0.3076 6.9098 0.016 0.007 -0.067
H -4.1717 -3.7403 1.8234 -0.043 0.050 0.005
C -1.8227 -2.7402 0.3115 -0.055 -0.050 -0.095
H -3.8430 -4.1373 -1.1879 0.048 -0.022 -0.003
C -1.1059 -5.4140 2.5583 0.001 -0.032 -0.029
S -0.4411 -1.2108 4.2785 0.019 0.010 0.026
H -1.5950 -0.9735 6.3679 0.008 0.027 0.029
C -6.2400 -1.5993 -3.1951 0.055 0.008 -0.033
H -2.0931 -7.7184 0.2777 0.002 0.025 -0.005
H 0.1538 7.9676 -0.3496 0.023 -0.009 -0.001
C 2.3292 2.3488 -0.0658 -0.498 -0.185 0.084
C -1.2140 -5.1380 0.0570 0.050 -0.307 0.223
C 1.6107 5.0887 -0.2325 0.144 -0.281 -0.017
C 0.2368 0.3758 4.1747 0.007 -0.245 0.176
C -7.3412 -1.9807 -0.6766 0.026 0.033 0.038
H 0.9594 1.7888 5.4382 0.008 0.027 -0.062
C -4.4032 -3.4839 0.7843 0.044 -0.272 0.004
H -8.0976 -2.3621 -3.9513 -0.002 0.036 -0.002
S -0.1254 -2.3107 0.4601 0.338 0.902 0.000
H -1.9418 -8.0260 4.5396 0.014 -0.003 -0.010
H -4.8536 -0.1363 0.3808 0.023 0.015 0.054
S -2.3727 -0.0439 0.4043 1.140 0.328 -0.021
C 2.7234 0.9652 0.0062 0.295 0.258 -0.116
O -0.0529 1.9372 -0.0842 -0.454 -0.475 0.134